Formula: C2H5N3O
Source: the OMol25 dataset
Level of theory: the ωB97M-V functional and the def2-TZVPD basis

ΔE to the lowest compared entry with this formula, charge and spin	0.8000	eV
E_HOMO	-9.82	eV
HOMO-LUMO gap	10.41	eV
SMILES string	[H]/N=C\NC(N)=O
LUMO level	0.0219	Eh
E	-318.72108	hartree

```
! wB97M-V def2-TZVPD RIJCOSX def2/J DEFGRID3
* xyz 0 1
N -2.1107 0.0179 0.1389
C -0.8255 -0.4335 -0.0735
O -0.6102 -1.6064 -0.3179
N 0.2320 0.4759 0.1470
C 1.5017 -0.0582 -0.1729
N 2.7343 0.0534 0.0824
H -2.7903 -0.6879 -0.1174
H -2.4175 0.9611 -0.0194
H 0.0001 1.4072 0.4344
H 1.2254 -0.8974 -0.8035
H 3.0608 0.7680 0.7019
*
```